[1]
Entry from the OMol25 dataset: C32H34BiCl3NOPS4 as an isolated structure (wB97M-V/def2-TZVPD).

```
77
Properties=species:S:1:pos:R:3:lowdin_charge:R:1
Bi 0.61 -0.03 0.23 1.46
C -1.93 -0.92 3.07 -0.49
C -0.69 -0.62 3.89 -0.49
S 0.79 -1.26 3.07 0.80
C 2.10 -0.45 4.04 -0.49
C 2.11 1.07 4.05 -0.50
S 2.32 1.78 2.40 0.80
C 1.61 3.44 2.64 -0.50
C 0.83 3.98 1.44 -0.50
S -0.50 2.95 0.77 0.79
C -1.47 2.61 2.25 -0.50
C -2.57 1.61 1.92 -0.47
S -2.09 -0.08 1.47 0.83
H -2.83 -0.67 3.64 0.10
H -1.99 -1.98 2.82 0.08
H -0.77 -1.12 4.85 0.10
H -0.59 0.45 4.06 0.06
H 3.03 -0.86 3.63 0.06
H 2.01 -0.82 5.06 0.10
H 2.93 1.40 4.69 0.10
H 1.18 1.46 4.47 0.06
H 2.43 4.13 2.85 0.09
H 0.98 3.40 3.53 0.07
H 1.48 4.16 0.58 0.08
H 0.40 4.94 1.72 0.09
H -1.94 3.54 2.58 0.10
H -0.83 2.25 3.05 0.05
H -3.16 1.95 1.07 0.08
H -3.25 1.50 2.77 0.10
N 2.72 -0.07 -1.25 -0.05
C 2.75 -1.15 -2.23 -0.30
C 3.42 -0.97 -3.43 -0.01
C 3.54 -2.02 -4.33 -0.03
C 3.03 -3.27 -4.00 -0.04
C 2.36 -3.45 -2.80 -0.07
C 2.17 -2.38 -1.92 -0.29
P 1.26 -2.61 -0.37 0.99
C 2.44 -3.40 0.75 -0.37
C 3.39 -2.58 1.36 -0.14
C 4.38 -3.12 2.17 -0.06
C 4.41 -4.50 2.39 -0.04
C 3.47 -5.32 1.79 -0.04
C 2.48 -4.78 0.97 -0.06
C -0.13 -3.71 -0.60 -0.37
C -0.71 -4.25 0.56 -0.11
C -1.82 -5.06 0.45 -0.05
C -2.37 -5.33 -0.80 -0.05
C -1.81 -4.78 -1.94 -0.07
C -0.70 -3.95 -1.84 -0.09
H 2.79 0.83 -1.72 0.05
H 3.54 -0.14 -0.65 0.10
H 3.85 0.00 -3.67 0.13
H 4.05 -1.87 -5.27 0.12
H 3.15 -4.11 -4.68 0.12
H 1.96 -4.43 -2.55 0.12
H 3.38 -1.51 1.20 0.08
H 5.12 -2.48 2.63 0.12
H 5.17 -4.93 3.02 0.12
H 3.50 -6.39 1.95 0.12
H 1.76 -5.43 0.49 0.11
H -0.27 -4.05 1.53 0.10
H -2.27 -5.49 1.35 0.12
H -3.23 -5.98 -0.88 0.12
H -2.25 -4.97 -2.91 0.12
H -0.31 -3.48 -2.73 0.11
Cl -4.49 3.20 -3.75 0.73
C -3.35 2.09 -3.08 -0.66
C -2.02 2.46 -2.99 -0.12
C -1.12 1.55 -2.45 -0.57
Cl 0.57 2.02 -2.36 0.71
C -1.50 0.29 -1.98 -0.49
O -0.62 -0.58 -1.45 -0.45
C -2.85 -0.04 -2.12 -0.58
Cl -3.40 -1.61 -1.65 0.75
C -3.77 0.85 -2.66 -0.11
H -1.68 3.42 -3.34 0.12
H -4.81 0.56 -2.76 0.12
```

The value obtained for the energy above the lowest of the compared OMol25 structures with the same formula, charge and spin is 0.000 eV. The gap between HOMO and LUMO comes out at 7.337 eV. Its molecular weight is 923.21 u. Its spin multiplicity is 1. The largest force on an atom comes out at 0.41 eV Å⁻¹. For the HOMO energy, the calculation gives -13.0085 eV. Its total charge is +2.


[2]
Entry from the OMol25 dataset: a 9-piece molecular cluster, C32H34Cl6F40O6 overall (wB97M-V/def2-TZVPD).

```
118
Properties=species:S:1:pos:R:3:lowdin_charge:R:1
F 7.13 -0.33 -8.87 0.10
C 7.85 0.72 -9.29 -0.29
F 8.81 0.15 -10.10 0.07
C 7.11 1.89 -9.91 -0.44
F 6.84 1.79 -11.22 0.13
F 7.89 2.98 -9.79 0.12
C 5.72 2.22 -9.21 -0.04
O 5.89 2.26 -7.78 0.01
C 4.72 1.97 -6.98 -0.50
F 3.77 2.81 -7.37 0.17
F 4.25 0.72 -7.14 0.15
C 4.97 2.16 -5.49 -0.34
F 5.96 1.42 -5.02 0.12
F 5.06 3.42 -5.06 0.11
H 8.37 0.98 -8.37 0.17
H 4.96 1.48 -9.48 0.14
H 5.29 3.16 -9.55 0.14
H 4.13 1.81 -4.88 0.17
F 6.44 2.76 6.20 0.11
C 6.35 3.10 4.92 -0.33
F 5.73 4.28 4.82 0.11
C 7.71 2.97 4.12 -0.45
F 8.59 3.90 4.52 0.13
F 7.44 3.29 2.84 0.12
C 8.29 1.55 4.13 -0.03
O 7.29 0.69 3.53 -0.02
C 7.67 -0.70 3.44 -0.56
F 8.82 -0.82 2.77 0.17
F 7.78 -1.06 4.68 0.20
C 6.51 -1.42 2.74 -0.27
F 6.51 -1.05 1.44 0.10
F 6.69 -2.76 2.82 0.10
H 5.67 2.40 4.43 0.16
H 8.46 1.26 5.17 0.14
H 9.21 1.40 3.56 0.14
H 5.59 -1.03 3.16 0.17
F -3.37 -8.02 5.74 0.08
C -2.27 -8.00 6.54 -0.32
F -2.68 -7.43 7.69 0.10
C -1.51 -9.31 6.61 -0.49
F -2.25 -10.22 7.21 0.16
F -0.45 -9.16 7.41 0.14
C -1.11 -9.79 5.16 -0.02
O -0.22 -8.90 4.39 0.00
C -0.76 -8.36 3.14 -0.52
F -0.81 -9.35 2.27 0.16
F -1.97 -7.86 3.26 0.17
C 0.26 -7.29 2.57 -0.28
F 0.53 -6.25 3.38 0.11
F 1.41 -7.92 2.25 0.09
H -1.63 -7.29 6.03 0.16
H -2.00 -9.98 4.56 0.14
H -0.60 -10.74 5.31 0.14
H -0.06 -6.88 1.61 0.17
F -7.39 1.27 -1.14 0.09
C -8.72 1.59 -1.04 -0.29
F -8.78 2.93 -0.74 0.07
C -9.53 1.28 -2.26 -0.44
F -9.35 -0.02 -2.48 0.14
F -9.12 1.92 -3.42 0.12
C -11.04 1.54 -1.92 -0.04
O -11.82 1.06 -3.03 0.05
C -12.32 2.07 -3.86 -0.53
F -13.19 2.82 -3.21 0.17
F -11.39 3.01 -4.19 0.13
C -12.95 1.54 -5.16 -0.32
F -12.03 1.04 -6.01 0.10
F -13.91 0.63 -5.08 0.13
H -9.11 1.13 -0.13 0.17
H -11.14 2.59 -1.65 0.14
H -11.34 1.04 -1.00 0.15
H -13.41 2.34 -5.74 0.17
F -0.92 9.59 7.20 0.10
C -0.29 8.55 6.64 -0.35
F 0.96 8.56 7.04 0.13
C -1.06 7.24 6.86 -0.48
F -0.82 6.82 8.11 0.13
F -0.68 6.31 6.02 0.15
C -2.60 7.40 6.74 -0.04
O -2.94 7.85 5.41 -0.02
C -3.24 6.91 4.32 -0.49
F -2.16 6.21 3.99 0.16
F -4.20 6.08 4.73 0.17
C -3.67 7.79 3.11 -0.32
F -3.90 7.11 1.99 0.11
F -4.78 8.51 3.31 0.11
H -0.17 8.82 5.59 0.17
H -3.02 8.15 7.41 0.14
H -3.16 6.49 6.95 0.14
H -2.87 8.49 2.88 0.17
C 4.71 -6.75 -5.64 -0.16
C 4.06 -5.37 -5.78 -0.18
C 2.81 -5.40 -4.88 -0.22
O 2.97 -6.54 -4.11 -0.13
C 4.30 -7.01 -4.20 -0.21
H 5.77 -6.79 -5.89 0.11
H 4.19 -7.43 -6.31 0.11
H 3.84 -5.14 -6.83 0.11
H 4.75 -4.58 -5.47 0.11
H 1.93 -5.53 -5.50 0.12
H 2.79 -4.48 -4.30 0.12
H 4.30 -8.06 -3.89 0.12
H 4.97 -6.52 -3.49 0.12
Cl -1.75 2.16 -5.41 0.45
C -2.19 3.90 -5.09 -1.00
Cl -1.12 4.69 -3.94 0.50
H -2.06 4.43 -6.03 0.02
H -3.22 4.00 -4.75 0.03
Cl -4.53 -0.13 6.81 0.48
C -4.96 -1.79 6.34 -1.02
Cl -3.80 -2.43 5.17 0.49
H -4.89 -2.44 7.21 0.02
H -5.95 -1.77 5.88 0.03
Cl 1.41 1.38 1.38 0.45
C -0.31 1.01 1.01 -0.98
Cl -0.37 -0.44 -0.05 0.48
H -0.77 0.80 1.98 0.02
H -0.78 1.92 0.64 0.03
```

The value obtained for the energy above the lowest of the compared OMol25 structures with the same formula, charge and spin is 0.000 eV. As for the SMILES: FC(F)C(F)(F)COC(F)(F)C(F)F.FC(F)C(F)(F)COC(F)(F)C(F)F.FC(F)C(F)(F)COC(F)(F)C(F)F.FC(F)C(F)(F)COC(F)(F)C(F)F.FC(F)C(F)(F)COC(F)(F)C(F)F.C1CCOC1.ClCCl.ClCCl.ClCCl. The gap between HOMO and LUMO comes out at 9.766 eV. Its molecular weight is 1487.26 u. Its spin multiplicity is 1. The largest force on an atom comes out at 3.83 eV Å⁻¹. For the HOMO energy, the calculation gives -9.6224 eV.


[3]
Entry from the OMol25 dataset: a 2-piece molecular cluster, C32H34NO2 overall (wB97M-V/def2-TZVPD).

```
69
Properties=species:S:1:pos:R:3:lowdin_charge:R:1
C 0.10 5.45 5.71 -0.03
O -0.86 4.98 4.74 -0.03
C -0.46 4.01 3.89 -0.21
C -1.40 3.52 2.94 0.04
C -1.06 2.50 2.09 0.02
C 0.19 1.83 2.20 -0.17
C 0.52 0.70 1.41 0.11
C 1.69 -0.09 1.75 -0.21
C 2.82 -0.11 0.91 -0.04
C 4.02 -0.68 1.33 -0.02
C 4.18 -1.10 2.66 -0.25
C 5.53 -1.44 3.21 -0.04
C 3.04 -1.18 3.47 -0.02
C 1.81 -0.73 3.02 -0.01
C 1.14 2.37 3.13 0.04
C 0.85 3.45 3.93 0.02
H -0.47 6.14 6.32 0.10
H 0.50 4.63 6.32 0.10
H 0.92 5.98 5.20 0.11
H -2.39 3.98 2.94 0.14
H -1.77 2.19 1.31 0.12
H 0.05 0.63 0.44 0.08
H 2.75 0.36 -0.08 0.12
H 4.86 -0.77 0.64 0.13
H 5.72 -0.89 4.14 0.09
H 5.61 -2.51 3.44 0.10
H 6.32 -1.18 2.49 0.08
H 3.14 -1.59 4.48 0.13
H 0.91 -0.82 3.64 0.13
H 2.15 1.95 3.18 0.13
H 1.60 3.85 4.61 0.12
O -0.79 0.70 -2.58 -0.01
C -1.16 -0.67 -2.62 -0.38
C -1.87 -0.83 -3.97 -0.17
C -1.50 0.04 -4.99 -0.01
C -2.07 -0.12 -6.26 -0.06
C -3.00 -1.13 -6.50 -0.08
C -3.38 -1.99 -5.46 -0.07
C -2.83 -1.83 -4.18 -0.05
C 0.10 -1.56 -2.53 -0.12
C 1.10 -1.23 -1.62 -0.05
C 2.13 -2.14 -1.35 -0.07
C 2.28 -3.28 -2.14 -0.07
C 1.34 -3.56 -3.13 -0.06
C 0.24 -2.71 -3.32 0.00
C -2.05 -1.01 -1.42 -0.26
C -3.40 -0.26 -1.38 -0.11
C -3.74 -0.17 0.11 -0.14
C -2.46 -0.54 0.87 -0.19
N -1.41 -0.68 -0.14 -0.04
H -0.61 0.98 -1.66 0.09
H -0.78 0.83 -4.80 0.12
H -1.76 0.56 -7.06 0.11
H -3.42 -1.27 -7.50 0.11
H -4.11 -2.78 -5.62 0.11
H -3.11 -2.49 -3.36 0.12
H 1.07 -0.26 -1.13 0.08
H 2.82 -1.95 -0.54 0.07
H 3.13 -3.94 -1.96 0.11
H 1.45 -4.45 -3.76 0.11
H -0.50 -2.93 -4.09 0.12
H -2.24 -2.10 -1.44 0.16
H -3.26 0.75 -1.81 0.13
H -4.15 -0.78 -1.99 0.12
H -4.05 0.85 0.37 0.10
H -4.56 -0.85 0.37 0.11
H -2.16 0.24 1.57 0.07
H -2.60 -1.47 1.46 0.12
H -0.72 -1.37 0.12 0.12
```

The value obtained for the energy above the lowest of the compared OMol25 structures with the same formula, charge and spin is 0.076 eV. The gap between HOMO and LUMO comes out at 5.599 eV. Its molecular weight is 464.63 u. Its spin multiplicity is 1. The largest force on an atom comes out at 2.72 eV Å⁻¹. For the HOMO energy, the calculation gives -10.8968 eV. Its total charge is +1.


[4]
Entry from the OMol25 dataset: C32H35AsCsN7O4S4Sb as an isolated structure (wB97M-V/def2-TZVPD).

```
85
Properties=species:S:1:pos:R:3:lowdin_spin:R:1
Cs -0.02 1.05 0.02 0.00
O -7.57 0.13 2.18 0.00
C -7.06 1.12 2.98 0.02
O -7.84 1.79 3.61 0.03
C -5.61 1.34 2.90 0.06
C -4.70 0.45 2.30 0.01
C -3.36 0.73 2.25 0.03
C -2.82 1.91 2.82 0.04
C -3.75 2.80 3.43 0.04
C -5.09 2.51 3.47 0.00
N -1.48 2.10 2.73 0.14
C -0.86 2.98 3.50 0.22
C 0.54 3.24 3.41 0.07
C 1.14 4.14 4.33 0.06
C 2.48 4.38 4.28 0.02
C 3.26 3.73 3.31 0.11
C 2.60 2.87 2.44 0.00
N 1.30 2.63 2.46 0.11
H -6.87 -0.24 1.64 0.00
H -5.02 -0.49 1.87 0.00
H -2.68 0.02 1.80 0.00
H -3.40 3.74 3.84 0.01
H -5.79 3.20 3.92 0.00
H -1.39 3.52 4.29 0.01
H 0.51 4.63 5.07 0.00
H 2.94 5.07 4.98 0.00
H 4.32 3.89 3.22 0.01
H 3.15 2.36 1.66 0.00
S -0.31 -4.80 -2.77 0.00
Sb -0.65 -2.67 -1.53 0.00
S -2.67 -2.92 -0.48 0.00
S 0.63 -4.68 -0.88 0.00
O 3.45 1.31 -0.48 0.00
S 3.05 0.09 -1.23 0.00
C 4.08 0.00 -2.70 0.00
C 5.16 0.85 -2.82 0.00
C 5.93 0.80 -3.97 0.00
C 5.61 -0.10 -4.98 0.00
C 4.51 -0.93 -4.86 0.00
C 3.73 -0.88 -3.71 0.00
C 3.82 -1.28 -0.35 0.00
C 4.64 -0.99 0.73 0.00
C 5.22 -2.04 1.44 0.00
C 4.97 -3.36 1.06 0.00
C 4.13 -3.63 -0.02 0.00
C 3.55 -2.59 -0.72 0.00
H 5.36 1.55 -2.02 0.00
H 6.78 1.46 -4.08 0.00
H 6.21 -0.13 -5.89 0.00
H 4.24 -1.61 -5.66 0.00
H 2.85 -1.51 -3.62 0.00
H 4.79 0.04 1.01 0.00
H 5.85 -1.83 2.29 0.00
H 5.43 -4.17 1.61 0.00
H 3.90 -4.65 -0.30 0.00
H 2.86 -2.82 -1.53 0.00
C -0.37 -4.47 2.82 0.00
N -0.48 -3.21 2.13 0.00
C 0.56 -2.41 1.85 0.00
N 1.75 -2.65 2.51 0.00
O 0.47 -1.46 1.06 0.00
H -1.36 -4.91 2.88 0.00
H -0.01 -4.32 3.84 0.00
H 0.28 -5.18 2.30 0.00
H -1.28 -3.08 1.50 0.00
H 1.94 -3.60 2.79 0.00
H 2.53 -2.15 2.12 0.00
C -3.68 -0.82 -3.78 0.00
As -2.72 0.42 -2.61 0.00
C -4.21 0.76 -1.38 0.00
C -2.93 2.03 -3.71 0.00
H -4.65 -0.40 -4.08 0.00
H -3.84 -1.76 -3.25 0.00
H -3.09 -1.02 -4.68 0.00
H -5.11 1.02 -1.93 0.00
H -3.96 1.57 -0.69 0.00
H -4.38 -0.15 -0.79 0.00
H -3.98 2.16 -4.01 0.00
H -2.31 1.95 -4.60 0.00
H -2.60 2.89 -3.15 0.00
N -0.29 4.04 -6.54 0.00
C 0.28 3.99 -5.53 0.00
N 0.99 4.01 -4.42 0.00
C 0.65 3.26 -3.41 0.00
N 0.43 2.60 -2.48 0.00
```

The value obtained for the energy above the lowest of the compared OMol25 structures with the same formula, charge and spin is 0.432 eV. The gap between HOMO and LUMO (alpha / beta) comes out at 4.326 / 6.550 eV. Its molecular weight is 1039.53 u. Its spin multiplicity is 2. The largest force on an atom comes out at 0.68 eV Å⁻¹. For the HOMO energy (alpha / beta), the calculation gives -0.9368 / -3.1651 eV. Its total charge is -2.


> What is the molecular weight in the third record?

464.63 u